a:
13
Properties=species:S:1:pos:R:3 method="wB97M-V/def2-TZVPD" charge=0 orbital_gap_ha=0.411 smiles="C[C@@H]([SiH3])[N+](=O)[O-]" e_homo_ev=-10.99 lumo_ev=0.21
C 0.28109 -1.08607 0.93303
C -0.11022 -0.37946 -0.38037
Si -1.05837 1.26401 0.02549
N 1.06774 0.04104 -1.14369
O 0.92468 0.43273 -2.26845
O 2.15081 -0.16254 -0.59662
H 0.98269 -0.44730 1.51551
H 0.89615 -2.06109 0.85245
H -0.64218 -1.35421 1.49553
H -0.70384 -1.17527 -1.04094
H -2.38925 1.33213 -0.55614
H -1.20176 1.17838 1.59208
H -0.19754 2.41766 -0.42787

***

b:
13
Properties=species:S:1:pos:R:3 method="wB97M-V/def2-TZVPD" charge=0 orbital_gap_ha=0.408 smiles="O=[N+]([O-])CC[SiH3]" e_homo_ev=-10.91 lumo_ev=0.19
O -2.73623 -0.97019 -0.02665
N -2.16683 0.12250 -0.12991
O -2.68358 1.21562 -0.02766
C -0.74067 -0.03433 -0.50146
C 0.26824 0.22437 0.73035
Si 2.00568 -0.03840 -0.01100
H -0.60234 -1.12014 -0.66136
H -0.44166 0.54195 -1.37038
H 0.00424 1.20533 1.29280
H 0.04386 -0.71199 1.28310
H 2.79199 0.25360 1.19839
H 2.25417 0.73775 -1.31664
H 2.00315 -1.42607 -0.45958

***

Which of them is the most stable, and which is the least stable? a and b, in that order.

***

a:
16
Properties=species:S:1:pos:R:3 method="wB97M-V/def2-TZVPD" charge=-1 orbital_gap_ha=0.248 e_homo_ev=-3.48 lumo_ev=3.27
C -1.24135 1.12028 -0.49417
C -2.23683 1.31769 -1.64322
O -0.99956 -0.24375 -0.23544
H -0.22514 1.44299 -0.69447
H -1.75041 1.66332 0.31096
H -2.57103 2.35616 -1.73178
H -1.72582 -0.71122 0.20832
H -3.14911 0.75214 -1.44087
H -1.89575 0.99580 -2.63021
C 1.81252 -1.51735 1.61622
C 2.81083 -0.80966 0.67027
O 2.75561 0.45049 0.66905
O 3.59912 -1.53501 0.01150
H 1.54812 -2.45388 1.09610
H 0.90337 -0.95849 1.80408
H 2.36544 -1.86950 2.48366

***

b:
16
Properties=species:S:1:pos:R:3 method="wB97M-V/def2-TZVPD" charge=-1 orbital_gap_ha=0.292 e_homo_ev=-4.18 lumo_ev=3.78
O 2.05731 0.20948 -0.87417
C 2.60345 -0.43982 0.04716
O 2.06720 -0.99774 1.03167
H 3.71382 -0.56271 -0.02130
C -0.47491 1.01255 0.46924
O -1.34894 1.86987 1.23330
C -1.39071 -0.03825 -0.16693
C -0.77062 -1.26801 -0.84472
H 0.02481 1.58375 -0.31457
H 0.30803 0.56258 1.07322
H -0.87116 2.63673 1.55376
H -2.01879 -0.42935 0.64387
H -2.07866 0.54914 -0.78722
H 0.21873 -1.45737 -0.44311
H -1.40233 -2.14298 -0.68751
H -0.63723 -1.08788 -1.91268

***

c:
16
Properties=species:S:1:pos:R:3 method="wB97M-V/def2-TZVPD" charge=-1 orbital_gap_ha=0.234 e_homo_ev=-2.70 lumo_ev=3.67
O -0.94339 -1.12858 2.59562
C -0.29965 -1.43957 1.61531
C 0.36813 -0.43853 0.71675
C 0.06482 -0.51768 -0.75104
C 1.20787 0.24197 -1.55318
O 2.38048 -0.37933 -1.49919
H -0.26811 -2.50139 1.34615
H 1.44833 -0.61052 0.86348
H 0.26146 0.58205 1.09527
H 0.07344 -1.54801 -1.11863
H -0.87685 -0.02719 -1.02842
H 0.83805 0.42356 -2.57942
H 1.19636 1.24600 -1.00185
H -1.05580 2.00000 0.11566
H -2.43403 1.83227 0.96103
O -1.96112 2.26494 0.22248

***

d:
16
Properties=species:S:1:pos:R:3 method="wB97M-V/def2-TZVPD" charge=-1 orbital_gap_ha=0.270 e_homo_ev=-3.50 lumo_ev=3.84
O -1.05838 1.39604 1.48834
C -0.94899 0.34655 0.74789
C -0.20718 0.09506 -0.36203
C -0.54187 -1.13136 -1.22349
C 0.42208 -2.34190 -0.96671
O 1.74703 -2.03100 -1.23693
H -1.59873 -0.47152 1.16301
H 1.98289 -1.10203 -1.35173
H 0.04914 1.00115 -0.93081
H -1.64836 -1.30285 -1.07299
H -0.64439 -0.95043 -2.30468
H 0.29207 -2.55877 0.13164
H 0.17967 -3.22349 -1.57742
H -0.01126 2.21741 1.55502
H -0.28501 3.75474 1.21396
O 0.46718 3.23634 1.51117

***

Which of them is the most stable, and which is the least stable? b and c, in that order.

***

a:
90
Properties=species:S:1:pos:R:3 method="wB97M-V/def2-TZVPD" charge=0 orbital_gap_ha=0.333 smiles="C#CP(CCC(=O)O)S(=O)(=O)F.c1ccccc1.c1ccccc1.c1ccccc1.c1ccccc1.c1ccccc1.c1ccccc1" e_homo_ev=-9.27 lumo_ev=-0.21
C -9.94435 -0.86709 -5.40464
C -8.82255 -1.24020 -5.22356
P -7.19781 -1.93964 -5.18243
C -6.55738 -1.66999 -3.46998
C -5.04655 -1.44214 -3.38521
C -4.30662 -2.66209 -2.84290
O -4.84106 -3.66687 -2.51883
O -2.95655 -2.51495 -2.77658
S -6.08849 -0.70655 -6.55167
O -6.83082 -0.70960 -7.75382
O -4.75337 -1.16423 -6.69876
F -6.00144 0.78992 -5.99189
H -10.94394 -0.78955 -5.73488
H -6.89114 -2.49399 -2.84466
H -7.05896 -0.78654 -3.07735
H -4.58143 -1.21118 -4.34571
H -4.84454 -0.60611 -2.72069
H -2.72832 -1.98777 -3.55172
C 1.19749 -4.35953 -3.68339
C 1.51518 -5.61708 -4.17613
C 0.51190 -6.55639 -4.37545
C -0.80697 -6.23853 -4.07718
C -1.12252 -4.98253 -3.57544
C -0.11994 -4.04418 -3.38049
H 1.97720 -3.62308 -3.53256
H 2.54372 -5.86543 -4.40503
H 0.75797 -7.53694 -4.76286
H -1.58909 -6.97024 -4.23445
H -2.14684 -4.73582 -3.33610
H -0.36529 -3.06395 -2.98993
C -6.61364 4.93465 -2.81784
C -6.49564 6.13538 -3.50377
C -6.37138 6.13604 -4.88635
C -6.36125 4.93540 -5.58317
C -6.47093 3.73365 -4.89715
C -6.59852 3.73399 -3.51472
H -6.71680 4.93451 -1.74003
H -6.50112 7.07171 -2.96041
H -6.28234 7.07299 -5.42127
H -6.26667 4.93594 -6.66152
H -6.45807 2.79878 -5.43841
H -6.68640 2.79666 -2.97885
C 3.59116 -3.80932 1.76454
C 4.17082 -2.59893 1.40735
C 3.71869 -1.91599 0.28693
C 2.68896 -2.44516 -0.47993
C 2.11582 -3.65828 -0.12801
C 2.56502 -4.34055 0.99495
H 3.93963 -4.33809 2.64262
H 4.97504 -2.18702 2.00413
H 4.16833 -0.96980 0.01066
H 2.33322 -1.91069 -1.35260
H 1.31603 -4.07084 -0.73057
H 2.11521 -5.28598 1.27006
C 3.97280 -0.38426 5.50326
C 4.36634 -0.13912 4.19510
C 5.65992 0.28772 3.92683
C 6.55959 0.47336 4.96779
C 6.16343 0.23623 6.27689
C 4.87090 -0.19381 6.54474
H 2.96589 -0.72315 5.71115
H 3.66414 -0.28181 3.38311
H 5.96749 0.47598 2.90544
H 7.56923 0.80413 4.75899
H 6.86282 0.38664 7.08966
H 4.56302 -0.38060 7.56591
C 0.12740 2.88215 -0.15932
C 1.16684 2.17861 0.43406
C 1.12120 0.79258 0.49721
C 0.03309 0.10930 -0.02957
C -1.00992 0.81373 -0.61505
C -0.96254 2.19985 -0.68169
H 0.16640 3.96261 -0.21403
H 2.01414 2.71137 0.84717
H 1.93313 0.24332 0.95671
H -0.00157 -0.97228 0.01743
H -1.86127 0.28062 -1.02069
H -1.77528 2.74891 -1.14051
C 5.90605 3.18510 8.97969
C 6.51583 3.51622 7.77774
C 7.57248 4.41623 7.75974
C 8.01695 4.98838 8.94400
C 7.40158 4.66349 10.14503
C 6.34713 3.76085 10.16340
H 5.08571 2.47823 8.99339
H 6.16711 3.07151 6.85427
H 8.05002 4.67192 6.82230
H 8.84261 5.68849 8.93067
H 7.74447 5.11368 11.06798
H 5.86856 3.50602 11.10049

***

b:
90
Properties=species:S:1:pos:R:3 method="wB97M-V/def2-TZVPD" charge=0 orbital_gap_ha=0.348 smiles="O=C(F)C[C@]1([PH2]=S)COC(=O)O1.c1ccccc1.c1ccccc1.c1ccccc1.c1ccccc1.c1ccccc1.c1ccccc1" e_homo_ev=-9.27 lumo_ev=0.19
O 3.08011 -3.49658 -2.54209
C 2.39839 -2.60434 -2.90761
F 2.51938 -1.37280 -2.38286
C 1.32891 -2.69100 -3.96569
C -0.09204 -2.39738 -3.47561
P -0.58904 -0.59333 -3.46755
S 0.72699 0.78296 -3.76179
C -0.43803 -3.16914 -2.19956
O -0.82894 -4.44479 -2.71587
C -1.35961 -4.25084 -3.93717
O -2.02823 -5.01346 -4.53920
O -1.01229 -3.01389 -4.40636
H 1.56756 -2.05190 -4.81665
H 1.35356 -3.73245 -4.28718
H -1.63642 -0.65432 -4.39294
H -1.29310 -0.55109 -2.25164
H 0.37831 -3.30594 -1.49563
H -1.29644 -2.72739 -1.68594
C 3.69293 -9.05828 -3.38153
C 2.92147 -8.05640 -2.80949
C 3.13039 -6.73043 -3.16393
C 4.11269 -6.40759 -4.08930
C 4.88390 -7.40904 -4.66287
C 4.67392 -8.73459 -4.30890
H 3.52937 -10.09216 -3.10551
H 2.15560 -8.30909 -2.08715
H 2.53901 -5.94482 -2.71110
H 4.28113 -5.37149 -4.35521
H 5.65150 -7.15631 -5.38324
H 5.27614 -9.51583 -4.75488
C 1.87811 0.89439 2.04565
C 1.54946 0.61953 0.72476
C 0.69567 1.46500 0.02875
C 0.17192 2.58860 0.65430
C 0.50030 2.86352 1.97438
C 1.35135 2.01638 2.67070
H 2.54532 0.23607 2.58820
H 1.97027 -0.24875 0.23168
H 0.44749 1.24576 -1.00223
H -0.48914 3.25175 0.10958
H 0.08782 3.73387 2.46785
H 1.60409 2.23046 3.70201
C 5.76944 1.51781 6.78674
C 5.45499 1.23495 5.46468
C 4.59924 2.07196 4.76199
C 4.05840 3.19141 5.37958
C 4.37201 3.47315 6.70209
C 5.22765 2.63628 7.40516
H 6.43781 0.86659 7.33547
H 5.87647 0.36224 4.98222
H 4.35431 1.85516 3.72934
H 3.39514 3.84659 4.82833
H 3.95061 4.34613 7.18397
H 5.47321 2.85641 8.43625
C -7.18989 -3.75029 -7.79497
C -7.02302 -5.02903 -7.28104
C -5.93877 -5.31276 -6.46217
C -5.01805 -4.31998 -6.15516
C -5.18679 -3.04227 -6.67185
C -6.27053 -2.75599 -7.49068
H -8.03574 -3.52899 -8.43343
H -7.73870 -5.80536 -7.52032
H -5.80806 -6.31044 -6.06269
H -4.17136 -4.54014 -5.51859
H -4.46658 -2.26717 -6.43951
H -6.39844 -1.75912 -7.89338
C -4.00385 4.50036 4.86326
C -3.56702 3.46288 5.67454
C -2.84413 2.41085 5.12698
C -2.55926 2.39672 3.76894
C -2.99675 3.43614 2.95742
C -3.71833 4.48795 3.50424
H -4.56199 5.32423 5.28995
H -3.78945 3.47324 6.73404
H -2.50364 1.60086 5.75945
H -1.99133 1.58006 3.34115
H -2.77271 3.42372 1.89774
H -4.05432 5.30287 2.87573
C -0.74953 9.19279 4.59715
C -0.21964 9.16347 3.31463
C -0.16218 7.96549 2.61550
C -0.63284 6.79849 3.20102
C -1.15883 6.82486 4.48538
C -1.21869 8.02420 5.18180
H -0.79700 10.12742 5.14146
H 0.14764 10.07435 2.85932
H 0.24902 7.94174 1.61424
H -0.59725 5.86558 2.65275
H -1.52929 5.91381 4.93762
H -1.63175 8.04789 6.18245

***

Which of them is the most stable, and which is the least stable? b and a, in that order.

***

a:
12
Properties=species:S:1:pos:R:3 method="wB97M-V/def2-TZVPD" charge=0 orbital_gap_ha="0.277 / 0.277" e_homo_ev="-7.33 / -7.33" lumo_ev="0.21 / 0.22"
C -2.03116 -0.66615 -0.13530
C 2.23352 0.56114 -0.31076
N -0.80406 -0.89656 0.52999
N -0.31133 -1.10543 1.56509
O 0.29325 -1.25055 -1.05616
S 1.69563 -1.23760 -0.50074
H -2.07452 -1.40522 -0.95104
H -2.03675 0.37826 -0.54355
H -2.89291 -0.86723 0.63839
H 1.69695 1.14858 -1.03224
H 3.23272 0.39982 -0.65996
H 2.18550 1.01283 0.72347

***

b:
12
Properties=species:S:1:pos:R:3 method="wB97M-V/def2-TZVPD" charge=0 orbital_gap_ha=0.275 e_homo_ev=-8.51 lumo_ev=-1.03
C -0.73369 -0.90346 -1.08323
C 1.42029 -0.19840 0.63386
N -1.24214 1.55027 -0.09128
N -0.79228 -0.33689 0.08079
O 0.13746 -0.53545 1.01578
S 0.23952 -2.21309 -1.35416
H -1.58722 -0.79291 -1.88847
H 2.16176 -0.52345 1.47859
H 1.40295 0.94165 0.67403
H 1.65357 -0.43796 -0.41206
H -2.09416 1.57362 0.38324
H -0.56606 1.87606 0.56292

***

Which of them is the most stable, and which is the least stable? a and b, in that order.

***

a:
19
Properties=species:S:1:pos:R:3 method="wB97M-V/def2-TZVPD" charge=-1 orbital_gap_ha=0.275 e_homo_ev=-3.92 lumo_ev=3.57
C 0.99908 0.06161 2.69393
C 2.29742 0.02698 1.82182
O 3.33657 -0.26944 2.47399
O 2.20915 0.28847 0.60531
H 0.24607 -0.67470 2.41575
H 0.60301 1.07417 2.65086
H 1.31433 -0.17158 3.70053
C -2.19690 0.36383 -0.03215
C -1.22093 0.15500 -1.13005
C -0.28646 0.36160 -3.03959
C -0.22663 -0.76812 -1.16103
N -1.27550 0.82689 -2.31092
N 0.33838 -0.65586 -2.39401
H -0.09953 0.56126 -4.07793
H -3.10697 -0.21424 -0.20447
H -2.46856 1.41754 0.09283
H 1.26857 -0.95829 -2.63367
H 0.08310 -1.44865 -0.39441
H -1.81418 0.02354 0.92325

***

b:
19
Properties=species:S:1:pos:R:3 method="wB97M-V/def2-TZVPD" charge=-1 orbital_gap_ha=0.272 e_homo_ev=-3.94 lumo_ev=3.47
C 2.39596 -1.17419 1.44702
C 2.70012 0.30655 1.73121
O 1.60106 0.93716 1.87669
O 3.78645 0.87585 1.66062
H 2.53967 -1.94272 2.24155
H 3.00566 -1.47444 0.51408
H 1.31871 -1.25400 1.15556
C -2.19476 -0.55543 -2.43022
C -1.41518 0.06775 -1.23570
C 0.04042 0.96641 0.04842
C -2.10258 0.62017 -0.11607
N -0.06185 0.24476 -1.12472
N -1.16124 1.22883 0.66495
H 0.89745 1.49041 0.26990
H -2.76574 0.14349 -3.04845
H -2.94938 -1.30513 -2.24696
H -1.06306 1.34289 1.52341
H -3.17161 0.51127 0.23404
H -1.40011 -1.02964 -3.16532

***

Which of them is the most stable, and which is the least stable? a and b, in that order.